Entry 1:
Density functional theory data (ωB97M-V with the def2-TZVPD basis set) for the molecule C7H10O.

Structure (XYZ):
```
18
Properties=species:S:1:pos:R:3:mulliken_charge:R:1
O 0.53 -1.44 -0.79 -0.469
C -0.71 -0.95 1.22 -0.930
C -1.85 0.15 -0.80 -0.911
C 1.75 -0.58 -0.53 -0.575
C -0.54 0.82 -0.66 0.140
C 0.38 1.57 0.21 -1.041
C 1.49 0.72 0.26 -0.013
C -0.51 -0.65 -0.31 0.824
H 0.31 2.39 0.81 0.508
H -0.26 1.10 -1.63 0.334
H 0.31 -1.50 1.80 0.230
H -2.46 0.15 -1.70 0.271
H 2.42 -1.36 -0.24 0.336
H -1.04 0.10 1.75 0.234
H 2.46 1.10 0.71 0.328
H 2.10 -0.34 -1.64 0.242
H -1.73 -1.65 1.60 0.270
H -2.64 0.38 -0.09 0.222
```

Output
- orbital gap (eV) = 9.83
- 2S+1 = 1
- ΔE to the lowest compared entry with this formula, charge and spin (kJ/mol) = 610.2
- lowest unoccupied orbital energy (eV) = 1.0

---

Entry 2:
Density functional theory data (ωB97M-V with the def2-TZVPD basis set) for the molecule C5H3N3.

Structure (XYZ):
```
11
Properties=species:S:1:pos:R:3:mulliken_charge:R:1
N -3.19 -0.69 -0.01 -0.408
N 0.15 -1.95 -0.02 -0.389
N 1.51 -1.61 0.00 -0.417
C -0.58 -0.87 0.00 0.380
C -2.03 -0.85 0.01 0.143
C 0.29 0.31 -0.02 0.986
C -0.05 1.60 -0.02 -0.785
C 1.66 -0.33 -0.01 -0.507
H -1.10 1.89 -0.07 0.287
H 2.66 0.08 0.05 0.426
H 0.68 2.41 0.08 0.283
```

Output
- orbital gap (eV) = 9.02
- 2S+1 = 1
- ΔE to the lowest compared entry with this formula, charge and spin (kJ/mol) = 164.4
- lowest unoccupied orbital energy (eV) = -1.7

---

Entry 3:
Density functional theory data (ωB97M-V with the def2-TZVPD basis set) for a structure of composition C29H49IrNP2.

Structure (XYZ):
```
82
Properties=species:S:1:pos:R:3:mulliken_spin:R:1
Ir 0.08 -0.69 -1.45 1.405
P -1.50 0.15 -2.84 0.631
P 1.40 1.02 -2.11 0.267
N -1.31 3.37 0.89 -0.092
C 1.40 -1.43 0.31 0.367
C 1.20 0.80 1.68 -0.007
C -1.10 3.89 2.13 0.355
C 0.66 -0.39 0.96 0.176
C 2.88 -1.60 0.35 0.003
C -1.66 -1.58 -3.40 0.299
C -0.94 5.31 2.04 0.136
C -0.74 -0.66 0.81 0.166
C 0.78 2.35 -6.11 0.008
C -0.72 2.19 -6.45 -0.009
C -1.66 4.31 -1.43 0.077
C 0.80 -3.75 -0.73 0.019
C -1.83 0.19 1.34 -0.040
C -1.36 4.41 0.00 0.366
C -1.73 0.07 -5.48 -0.027
C -1.07 3.13 3.39 0.020
C -2.15 -2.70 -0.01 -0.020
C 0.45 -2.40 -0.19 -0.008
C 2.84 0.10 -2.76 0.088
C -0.16 1.42 -3.04 0.249
C 1.38 1.17 -5.38 0.026
C -2.94 0.82 -1.99 -0.003
C 1.10 -0.14 -5.62 0.058
C -1.11 5.65 0.69 0.032
C 0.32 -0.57 -6.82 0.003
C 1.88 2.52 -1.26 0.062
C -0.88 -1.93 0.13 0.257
C -1.52 1.40 -5.45 0.084
C -1.18 -0.83 -6.55 0.007
H -2.10 -3.37 -0.88 0.004
H -1.88 0.16 2.44 0.008
H -1.24 -2.25 -2.63 -0.055
H -1.06 6.62 0.21 0.000
H 3.00 0.22 -3.83 -0.008
H -1.32 -1.90 -6.30 0.001
H -2.81 -0.14 0.96 0.002
H 0.98 -4.50 0.05 0.007
H 2.22 3.26 -2.00 0.003
H -2.72 -1.81 -3.56 0.014
H -2.35 -3.32 0.88 0.011
H 2.70 2.31 -0.56 -0.001
H -0.18 3.40 3.97 0.022
H -2.70 -0.29 -5.06 0.025
H -3.62 0.00 -1.72 -0.001
H -0.83 1.80 -7.48 0.004
H -1.07 -1.74 -4.32 0.021
H -1.99 3.30 -1.70 -0.014
H 3.20 -2.15 1.25 0.017
H -3.45 1.50 -2.68 0.004
H 3.74 0.41 -2.21 0.004
H 1.71 -3.67 -1.33 -0.002
H 0.96 0.78 2.76 0.006
H -1.95 3.37 4.00 0.034
H -3.01 -2.02 -0.12 0.005
H -1.06 2.05 3.21 -0.004
H 2.28 1.49 -4.84 -0.005
H 1.61 -0.95 -5.08 -0.028
H 1.04 2.94 -0.70 0.006
H -1.75 -0.67 -7.47 0.000
H -0.53 2.45 -2.85 0.000
H 0.16 1.33 -4.09 -0.146
H -2.10 2.03 -4.76 0.011
H 0.76 -1.50 -7.18 0.000
H -2.46 5.01 -1.71 0.026
H 2.29 0.85 1.60 0.003
H 0.89 3.25 -5.47 0.004
H -2.67 1.36 -1.08 0.010
H -0.73 5.97 2.88 0.001
H -1.15 3.19 -6.46 -0.002
H 1.36 2.55 -7.02 -0.004
H -0.77 4.59 -2.03 0.032
H -1.66 1.25 1.06 0.017
H 0.75 1.73 1.28 0.004
H 3.21 -2.18 -0.51 -0.002
H 3.39 -0.64 0.36 0.009
H -0.02 -4.12 -1.35 0.003
H 2.66 -0.96 -2.56 -0.001
H 0.41 0.15 -7.65 0.001
```

Output
- orbital gap (spin up / spin down) (eV) = 5.08 / 5.73
- ⟨S²⟩ = 8.784
- 2S+1 = 6
- net charge = +2
- ΔE to the lowest compared entry with this formula, charge and spin (kJ/mol) = 216.9
- lowest unoccupied orbital energy (spin up / spin down) (eV) = -5.7 / -8.1

---

Entry 4:
Density functional theory data (ωB97M-V with the def2-TZVPD basis set) for a cluster of 13 separate species, H26O13 in total.

Structure (XYZ):
```
39
Properties=species:S:1:pos:R:3:mulliken_charge:R:1
O 1.79 -2.41 -1.91 -0.660
O 3.62 -0.20 0.59 -0.576
O -2.01 3.00 0.56 -0.638
O 0.64 -1.52 4.20 -0.623
O -2.57 -0.03 1.35 -0.543
O 1.91 2.95 -0.07 -0.592
O -1.93 -0.04 -1.01 -0.759
O -2.25 -2.48 -1.07 -0.654
O -0.49 -1.04 -2.90 -0.602
O -0.02 1.83 2.76 -0.559
O 1.20 -0.12 -0.33 -0.333
O 0.48 -1.98 1.46 -0.646
O -1.85 1.72 -2.88 -0.709
H -0.11 -1.94 3.48 0.386
H -1.76 0.04 1.84 0.297
H 0.60 1.36 2.32 0.261
H 1.09 2.37 -0.26 0.285
H -1.10 3.22 0.71 0.291
H -0.05 -0.35 -3.42 0.255
H 1.25 -1.32 1.78 0.262
H 0.97 -2.24 0.67 0.252
H 4.18 0.55 0.46 0.280
H 2.34 3.19 -0.89 0.311
H -2.22 2.48 -2.38 0.308
H 0.19 -0.48 -0.48 0.435
H -1.16 -0.11 -0.51 -0.094
H -1.92 0.98 -2.32 0.549
H -2.21 -2.40 -0.11 0.339
H -2.05 1.97 0.40 0.344
H 2.90 -0.34 0.22 0.292
H 2.65 -2.42 -1.85 0.250
H -1.95 -0.66 -1.83 0.440
H 1.30 -1.29 3.56 0.302
H 1.28 -1.64 -1.47 0.451
H 1.25 0.56 -1.01 0.216
H -3.16 0.62 1.65 0.271
H -1.41 -2.60 -1.39 0.298
H 0.13 -1.78 -3.28 0.314
H 0.47 2.53 3.38 0.296
```

Output
- orbital gap (eV) = 10.05
- 2S+1 = 1
- ΔE to the lowest compared entry with this formula, charge and spin (kJ/mol) = 681.8
- lowest unoccupied orbital energy (eV) = -0.6

---

Entry 5:
Density functional theory data (ωB97M-V with the def2-TZVPD basis set) for the molecule C4H8ClN2P.

Structure (XYZ):
```
16
Properties=species:S:1:pos:R:3:mulliken_charge:R:1
Cl 1.62 -2.28 1.63 -0.241
P 1.53 -0.30 1.16 0.067
N -0.83 0.27 0.02 -0.616
N -0.22 -0.11 1.17 0.349
C -0.89 0.38 2.41 -0.924
C 1.34 -0.31 -0.70 -0.603
C -0.08 0.01 -0.98 0.494
C -0.56 0.30 -2.49 -1.085
H -0.21 1.29 -2.49 0.287
H -0.23 0.59 3.15 0.334
H 1.56 -1.32 -1.16 0.331
H -1.68 -0.29 2.68 0.296
H -0.26 -0.34 -3.33 0.336
H -1.63 0.28 -2.42 0.344
H 2.07 0.57 -0.96 0.300
H -1.52 1.27 2.30 0.328
```

Output
- orbital gap (eV) = 8.99
- 2S+1 = 1
- ΔE to the lowest compared entry with this formula, charge and spin (kJ/mol) = 48.3
- lowest unoccupied orbital energy (eV) = 0.9

---

Entry 6:
Density functional theory data (ωB97M-V with the def2-TZVPD basis set) for a cluster of 9 separate species, C16H48NO11 in total.

Structure (XYZ):
```
76
Properties=species:S:1:pos:R:3:mulliken_charge:R:1
O -0.19 -1.78 3.15 -0.552
O 0.72 -1.60 -2.82 -0.589
O -0.03 -1.07 -0.11 -0.875
O 2.13 2.02 -2.87 -0.471
O 0.64 0.91 -0.79 0.065
O 0.28 3.23 1.69 -0.545
O -2.72 -2.26 0.51 -0.403
O 0.51 0.44 1.38 -0.957
O 3.46 -0.05 2.01 -0.616
O -4.43 -0.76 2.32 -0.544
O -1.44 2.51 -1.80 -0.502
N 0.44 0.12 0.14 1.148
C 1.45 5.32 1.70 -1.266
C 0.58 -4.03 3.75 -1.739
C 0.23 -3.04 2.61 0.217
C -3.16 1.22 -0.83 -0.616
C -4.69 -2.94 -0.74 -1.128
C -2.47 2.65 -1.01 -0.341
C -3.21 -2.50 -0.79 0.245
C 3.53 1.86 -2.97 -0.360
C -3.57 -0.62 3.46 -0.364
C -0.36 -1.10 -3.54 0.507
C 3.76 0.38 -3.25 -0.726
C 3.99 0.22 0.69 0.498
C 5.50 -0.33 0.75 -2.010
C -0.22 -1.60 -4.95 -1.396
C -2.64 0.56 3.38 -0.509
C 1.46 3.86 1.26 0.119
H -2.50 0.49 -0.34 0.052
H 4.11 1.16 0.35 0.197
H -3.32 3.22 -1.52 0.344
H -2.92 -1.53 3.56 0.139
H 1.69 1.75 -1.99 0.239
H 1.48 3.80 0.22 0.255
H 3.89 2.30 -3.88 0.288
H -1.37 -1.18 -3.10 -0.079
H 3.30 -0.40 -0.08 -0.095
H -2.08 0.59 2.41 -0.119
H 2.51 5.52 1.49 0.342
H 6.01 0.09 1.44 0.660
H 0.62 -5.01 3.48 0.552
H -2.48 -3.25 -1.27 0.348
H 2.47 -0.06 1.90 0.395
H 3.18 0.10 -4.23 0.080
H 3.84 -0.34 -2.46 0.228
H -1.09 -1.04 -5.40 0.329
H 2.28 3.20 1.39 0.233
H -0.89 1.78 -1.31 0.090
H 1.05 -2.95 1.90 0.243
H -2.23 0.77 4.37 0.421
H 4.04 2.33 -2.21 0.356
H 0.68 -1.29 -5.47 0.283
H -0.47 -3.53 2.08 0.229
H -5.33 -1.95 -0.44 0.215
H -4.95 -3.26 -1.84 0.333
H -0.17 -2.60 -5.19 0.409
H -3.94 -1.05 1.61 0.311
H 1.52 -3.88 4.15 0.373
H -0.12 -1.16 2.27 0.287
H -4.14 1.21 -0.18 0.263
H -0.17 -4.18 4.49 0.404
H -2.30 3.00 0.02 0.256
H 1.21 5.63 2.67 0.376
H -3.00 -1.65 -1.42 -0.129
H 0.31 2.37 1.18 0.177
H -1.86 -1.93 0.42 0.157
H -0.09 -0.07 -3.56 0.204
H 0.75 6.01 1.02 0.208
H -3.53 1.52 3.24 0.213
H 0.52 -1.49 -1.81 0.289
H 6.02 -0.04 -0.05 0.561
H 4.84 0.19 -3.49 0.372
H -3.45 0.99 -1.92 0.281
H -4.88 -3.74 -0.01 0.293
H 5.52 -1.37 0.75 0.389
H -4.09 -0.59 4.37 0.462
```

Output
- orbital gap (eV) = 9.53
- 2S+1 = 1
- net charge = -1
- ΔE to the lowest compared entry with this formula, charge and spin (kJ/mol) = 708.7
- lowest unoccupied orbital energy (eV) = 2.7

---

Please write out number 6 again, unchanged.
Density functional theory data (ωB97M-V with the def2-TZVPD basis set) for a cluster of 9 separate species, C16H48NO11 in total.

Structure (XYZ):
```
76
Properties=species:S:1:pos:R:3:mulliken_charge:R:1
O -0.19 -1.78 3.15 -0.552
O 0.72 -1.60 -2.82 -0.589
O -0.03 -1.07 -0.11 -0.875
O 2.13 2.02 -2.87 -0.471
O 0.64 0.91 -0.79 0.065
O 0.28 3.23 1.69 -0.545
O -2.72 -2.26 0.51 -0.403
O 0.51 0.44 1.38 -0.957
O 3.46 -0.05 2.01 -0.616
O -4.43 -0.76 2.32 -0.544
O -1.44 2.51 -1.80 -0.502
N 0.44 0.12 0.14 1.148
C 1.45 5.32 1.70 -1.266
C 0.58 -4.03 3.75 -1.739
C 0.23 -3.04 2.61 0.217
C -3.16 1.22 -0.83 -0.616
C -4.69 -2.94 -0.74 -1.128
C -2.47 2.65 -1.01 -0.341
C -3.21 -2.50 -0.79 0.245
C 3.53 1.86 -2.97 -0.360
C -3.57 -0.62 3.46 -0.364
C -0.36 -1.10 -3.54 0.507
C 3.76 0.38 -3.25 -0.726
C 3.99 0.22 0.69 0.498
C 5.50 -0.33 0.75 -2.010
C -0.22 -1.60 -4.95 -1.396
C -2.64 0.56 3.38 -0.509
C 1.46 3.86 1.26 0.119
H -2.50 0.49 -0.34 0.052
H 4.11 1.16 0.35 0.197
H -3.32 3.22 -1.52 0.344
H -2.92 -1.53 3.56 0.139
H 1.69 1.75 -1.99 0.239
H 1.48 3.80 0.22 0.255
H 3.89 2.30 -3.88 0.288
H -1.37 -1.18 -3.10 -0.079
H 3.30 -0.40 -0.08 -0.095
H -2.08 0.59 2.41 -0.119
H 2.51 5.52 1.49 0.342
H 6.01 0.09 1.44 0.660
H 0.62 -5.01 3.48 0.552
H -2.48 -3.25 -1.27 0.348
H 2.47 -0.06 1.90 0.395
H 3.18 0.10 -4.23 0.080
H 3.84 -0.34 -2.46 0.228
H -1.09 -1.04 -5.40 0.329
H 2.28 3.20 1.39 0.233
H -0.89 1.78 -1.31 0.090
H 1.05 -2.95 1.90 0.243
H -2.23 0.77 4.37 0.421
H 4.04 2.33 -2.21 0.356
H 0.68 -1.29 -5.47 0.283
H -0.47 -3.53 2.08 0.229
H -5.33 -1.95 -0.44 0.215
H -4.95 -3.26 -1.84 0.333
H -0.17 -2.60 -5.19 0.409
H -3.94 -1.05 1.61 0.311
H 1.52 -3.88 4.15 0.373
H -0.12 -1.16 2.27 0.287
H -4.14 1.21 -0.18 0.263
H -0.17 -4.18 4.49 0.404
H -2.30 3.00 0.02 0.256
H 1.21 5.63 2.67 0.376
H -3.00 -1.65 -1.42 -0.129
H 0.31 2.37 1.18 0.177
H -1.86 -1.93 0.42 0.157
H -0.09 -0.07 -3.56 0.204
H 0.75 6.01 1.02 0.208
H -3.53 1.52 3.24 0.213
H 0.52 -1.49 -1.81 0.289
H 6.02 -0.04 -0.05 0.561
H 4.84 0.19 -3.49 0.372
H -3.45 0.99 -1.92 0.281
H -4.88 -3.74 -0.01 0.293
H 5.52 -1.37 0.75 0.389
H -4.09 -0.59 4.37 0.462
```

Output
- orbital gap (eV) = 9.53
- 2S+1 = 1
- net charge = -1
- ΔE to the lowest compared entry with this formula, charge and spin (kJ/mol) = 708.7
- lowest unoccupied orbital energy (eV) = 2.7

---

> What is the 2S+1 in the first record?

1

---

> What is the 2S+1 in the fifth record?

1

---

> What is the 2S+1 in the sixth record?

1